1.
# C4HNO5

A gas-phase ion, C4HNO5 (charge -2) (ωB97M-V with the def2-TZVPD basis set, OMol25).

Calculated values
* net charge: -2
* SMILES string: O=C=NC(=O)OC=C([O-])[O-]
* total energy: -15889.7113 eV
* gap between HOMO and LUMO: 5.35 eV
* energy relative to the best compared isomer or geometry (same formula, charge and spin): 118.2 kJ/mol

Positions of all 11 atoms, in Å:
O 0.58197 -1.32764 2.27667
O -0.16138 2.36186 -1.75494
O 0.13070 -2.26565 -1.19724
O -0.71600 1.18957 0.04550
O 1.66962 0.31831 1.21855
N 0.14737 0.15859 -1.76874
C -0.16824 1.26350 -1.15216
C 0.63413 -0.31111 1.50828
C -0.64920 0.04791 0.85917
C 0.06519 -1.04089 -1.25906
H -1.53415 -0.39445 1.22396

Cartesian forces (eV/Å) of the 3 atoms listed first:
-0.26 0.13 0.19
0.26 -1.06 1.03
0.32 3.65 -1.47

2.
# C4HNOS

A single C4HNOS molecule (ωB97M-V with the def2-TZVPD basis set, OMol25).

Calculated values
* SMILES string: N#CC#CC(=O)S
* total energy: -18534.1127 eV
* gap between HOMO and LUMO: 9.60 eV
* energy relative to the best compared isomer or geometry (same formula, charge and spin): 13.7 kJ/mol

Positions of all 8 atoms, in Å:
S 1.97169 0.44820 0.85629
O 0.12858 -0.81125 2.20809
N -2.37634 0.28381 -3.11159
C -0.53354 -0.25168 0.02970
C -1.80035 0.11085 -2.13446
C 0.40742 -0.36092 1.12732
C -1.11061 0.00778 -0.97965
H 2.28124 0.29591 2.15838

Cartesian forces (eV/Å) of the 3 atoms listed first:
-0.15 -0.15 -0.13
-0.19 -0.32 -0.35
-0.22 -0.10 -0.38

3.
# C4N2

A single C4N2 molecule (ωB97M-V with the def2-TZVPD basis set, OMol25).

Calculated values
* SMILES string: N#CC#CC#N
* total energy: -7124.5182 eV
* gap between HOMO and LUMO: 10.24 eV
* energy relative to the best compared isomer or geometry (same formula, charge and spin): 45.3 kJ/mol

Positions of all 6 atoms, in Å:
N 2.80396 -0.55891 -0.29234
N -2.84111 -0.45800 -0.38760
C 1.87870 0.03019 0.07281
C -0.59116 0.44125 0.27689
C -1.86799 0.04233 -0.00453
C 0.61760 0.50313 0.33477

Cartesian forces (eV/Å) of the 3 atoms listed first:
-0.23 0.59 0.41
0.63 0.64 0.53
0.90 -0.45 -0.35

4.
# C50H101Cl12N7O8

17 unconnected molecules or ions with the total composition C50H101Cl12N7O8 (ωB97M-V with the def2-TZVPD basis set, OMol25).

Calculated values
* total energy: -230560.7140 eV
* gap between HOMO and LUMO: 10.11 eV

Positions of all 178 atoms, in Å:
Cl -19.08885 -20.46088 12.62520
Cl -17.37954 -27.59601 6.72436
Cl -16.30037 -17.87865 7.38432
Cl -18.32323 -17.99410 3.86408
Cl -16.22023 -20.28236 12.68223
Cl -17.86688 -22.54528 8.83126
Cl -23.97012 -23.61476 11.36460
Cl -15.11518 -16.12306 5.30035
Cl -18.18676 -20.68405 2.65550
Cl -18.68048 -20.86786 6.55875
Cl -23.54836 -26.22501 12.65808
Cl -19.85577 -27.76113 5.24720
O -21.10292 -16.01730 14.08517
O -13.69401 -15.68613 10.48640
O -20.43387 -25.00077 7.44347
O -19.86886 -25.64830 11.54829
O -16.36711 -17.27937 10.95741
O -23.68371 -14.38000 14.18504
O -18.72137 -28.09793 10.78461
O -21.61981 -22.86118 6.66431
N -16.25331 -24.53509 4.02370
N -24.79839 -22.08739 3.76124
N -12.52891 -20.04868 6.73867
N -14.53464 -25.44177 8.41754
N -19.84890 -23.39643 17.02825
N -23.51371 -16.89900 8.86666
N -20.05345 -14.83941 9.98301
C -22.78114 -19.59693 11.65827
C -24.89527 -14.01708 13.50191
C -15.07722 -16.71214 6.99872
C -23.03684 -17.11445 9.87697
C -17.58187 -21.02812 11.94265
C -16.22165 -24.80779 11.40797
C -15.04608 -22.29516 6.40660
C -20.08664 -16.36157 14.98216
C -20.98778 -16.05882 6.75227
C -20.41555 -21.02902 16.02819
C -21.84777 -25.13242 7.31369
C -16.26661 -25.86326 10.37706
C -22.34327 -21.15909 3.71973
C -20.26494 -24.49908 12.18522
C -17.77033 -17.54956 10.67734
C -23.18215 -19.10595 5.03104
C -20.09338 -22.36975 16.54915
C -18.59326 -29.27256 10.09038
C -12.49012 -20.82097 10.45729
C -15.58181 -21.22168 5.48950
C -19.77031 -26.77252 12.37637
C -18.49556 -26.77554 5.62778
C -15.28770 -25.66255 9.26921
C -15.19759 -25.08490 12.47187
C -11.75898 -21.91145 9.67868
C -19.89738 -25.71239 8.50516
C -23.74619 -21.63157 3.91167
C -16.14113 -15.89485 10.87858
C -21.29650 -14.57423 13.94581
C -21.92184 -20.81216 15.82614
C -13.25278 -17.05574 10.38600
C -19.84485 -28.07973 11.62664
C -18.70168 -22.52425 7.25387
C -22.65541 -21.87962 15.01218
C -17.28986 -19.23049 3.10850
C -21.69048 -18.52316 11.44576
C -11.83568 -20.66870 7.40379
C -14.76855 -15.45755 11.38580
C -22.35766 -17.19857 11.17884
C -20.01270 -15.56260 9.09397
C -23.51791 -25.31902 11.18752
C -22.62489 -14.19616 13.27266
C -14.50233 -23.54217 5.67213
C -19.97286 -16.37854 7.90233
C -22.14105 -24.12952 6.26605
C -15.47033 -24.15767 4.78826
C -22.35667 -22.19195 7.66020
C -20.73869 -14.76150 6.03782
C -21.98119 -19.99612 4.61250
C -11.06570 -21.45265 8.38182
H -23.74495 -21.70766 14.91023
H -16.58756 -21.51663 5.09270
H -20.46408 -16.13156 15.97234
H -21.49582 -20.39737 5.51426
H -24.21407 -25.73281 10.51067
H -22.51032 -22.81857 15.38261
H -20.57052 -26.75061 13.12604
H -14.08805 -17.66182 9.97822
H -17.96478 -18.63195 10.67556
H -20.37124 -25.39320 9.45926
H -21.13130 -18.51140 12.34929
H -20.50484 -14.17062 13.29364
H -12.75619 -21.21649 11.45026
H -14.84082 -21.09965 4.72900
H -20.70373 -13.94416 6.83369
H -21.65930 -21.94379 3.99328
H -22.65216 -13.09297 13.01482
H -10.68149 -22.28499 7.83197
H -20.01657 -20.28337 16.70405
H -15.06399 -24.21354 13.09050
H -16.84225 -15.31562 11.45700
H -20.79029 -28.13415 11.07415
H -17.66627 -29.34996 9.55830
H -21.93272 -21.19180 7.70218
H -19.83783 -24.38897 13.17582
H -16.86887 -18.76936 2.21828
H -18.35684 -17.03175 11.43637
H -22.32717 -24.80817 8.25985
H -15.20990 -15.83451 7.57076
H -17.15350 -24.89004 11.92414
H -13.46480 -20.55884 9.99092
H -11.86187 -19.91941 10.51150
H -19.00855 -16.26176 7.47044
H -19.18805 -15.79592 14.83161
H -14.58210 -15.88579 12.36603
H -21.35706 -24.53717 12.37502
H -18.83274 -25.90047 6.16783
H -14.14590 -24.26354 6.44090
H -17.61484 -20.86150 10.90659
H -21.53931 -14.49431 5.36961
H -19.85517 -28.94383 12.34393
H -14.87939 -14.37992 11.40594
H -15.72431 -22.59193 7.20148
H -21.64421 -16.38077 11.24268
H -19.88706 -17.42833 14.89284
H -17.58589 -22.13761 12.03000
H -22.36925 -22.64430 8.65305
H -12.52194 -22.69486 9.57174
H -14.19128 -25.27937 11.96050
H -19.85063 -20.84556 15.07171
H -21.61430 -24.38912 5.34603
H -12.41004 -17.05662 9.72230
H -19.80607 -14.71607 5.52255
H -22.87964 -18.34033 5.72745
H -21.16558 -19.41182 4.08111
H -23.41721 -19.32566 12.55886
H -16.14777 -23.76441 11.09263
H -23.49474 -19.65083 10.86471
H -22.09222 -26.19267 7.08762
H -19.98975 -26.79089 8.27224
H -16.31427 -15.54730 9.80956
H -24.95321 -14.56672 12.52879
H -22.35490 -21.89209 13.99333
H -18.22580 -23.17707 6.53212
H -16.04525 -26.81530 10.79869
H -10.96897 -22.33408 10.34857
H -18.83398 -25.39099 8.55712
H -18.86277 -26.66501 13.01136
H -17.94486 -26.49043 4.74814
H -14.14354 -21.98879 6.84341
H -22.74475 -14.69094 12.32270
H -21.04754 -18.76388 10.61501
H -22.31484 -20.88184 2.69559
H -15.77209 -20.32256 6.05450
H -23.64602 -18.55216 4.19335
H -22.30441 -20.80063 16.83544
H -18.61914 -30.11980 10.78744
H -17.26096 -26.01536 9.91762
H -13.07169 -17.42808 11.37724
H -25.67793 -14.32251 14.15360
H -21.96570 -16.09901 7.20564
H -14.10646 -17.19528 7.09283
H -25.02323 -12.95982 13.39093
H -22.52760 -25.52666 10.85964
H -24.07291 -19.61704 5.42306
H -22.42158 -20.62007 11.84212
H -18.08932 -17.18322 9.68126
H -23.02516 -16.96111 11.97708
H -23.20146 -24.03812 5.97184
H -16.46129 -19.48783 3.83619
H -19.93750 -23.72371 11.48976
H -10.21803 -20.79422 8.69387
H -13.65260 -23.09057 5.11836
H -21.22688 -14.09129 14.98148
H -22.11368 -19.82528 15.34680
H -19.40771 -29.38452 9.37287
H -15.42973 -25.95855 13.06239
H -20.18405 -17.40441 8.15531
H -19.70526 -22.86537 7.46445
H -23.39663 -22.01871 7.37903
H -21.05242 -16.91355 6.05808

Cartesian forces (eV/Å) of the 3 atoms listed first:
-0.65 0.17 0.16
0.38 -0.24 0.20
-0.59 -0.36 0.05

5.
# C50H104N4O38

14 unconnected molecules or ions with the total composition C50H104N4O38 (ωB97M-V with the def2-TZVPD basis set, OMol25).

Calculated values
* net charge: +1
* total energy: -137289.1134 eV
* gap between HOMO and LUMO (spin up / spin down): 8.82 / 3.05 eV
* expectation value of S²: 0.767
* spin multiplicity: 2

Positions of all 196 atoms, in Å:
O 1.25780 -4.76654 2.93995
O -4.14675 -1.51262 -3.13185
O 0.33890 3.07944 -3.77609
O -4.48437 4.40136 7.01872
O 1.63839 0.64250 0.41029
O 5.39286 3.21718 2.59974
O -1.93467 -2.98223 1.17650
O -8.27783 -1.75297 1.73931
O 1.26363 -6.62559 4.41522
O 7.02584 -4.79360 1.58673
O -0.12918 -6.36776 2.65928
O 5.28463 -1.00764 -5.00349
O -0.80373 -2.17954 -5.15970
O -4.86810 2.38151 6.28891
O 2.83951 -6.37329 -3.21131
O -7.08323 0.22039 1.88674
O -3.41616 -0.16172 -1.54172
O 1.05783 3.44344 -1.67933
O -0.56568 -0.10362 -6.02756
O 5.32286 0.97469 -4.06247
O -9.04140 0.29677 1.00821
O 5.09765 4.58976 0.86544
O 5.08509 2.27282 0.54409
O 2.33121 -4.12194 -3.98207
O 2.55999 3.41632 -3.38165
O -1.36616 6.27922 1.64862
O -5.31654 3.41251 0.47762
O 0.50783 -0.37342 2.15017
O 6.97925 -3.54991 -0.28719
O -5.54092 5.52100 1.27813
O 5.93212 -5.71517 -0.20223
O -3.42751 3.50400 5.17056
O -5.39217 -1.10637 -1.22564
O 2.99083 -4.60040 -1.82384
O 7.18516 -0.55161 -3.81965
O -0.09312 1.63385 1.40911
O -7.14421 4.55089 -0.08279
O 1.03238 -1.09789 -4.75941
N -1.07758 -2.46369 3.16143
N -0.89570 7.77320 3.19978
N 0.04403 5.83446 3.26402
N -2.56750 -4.09584 3.02345
C 0.95678 -3.95165 -0.47939
C 1.96162 -0.06649 -4.75875
C -3.63846 5.67364 4.07553
C -2.14537 0.19045 -2.12369
C 6.60503 -4.80642 0.31647
C 5.61834 -2.27816 -5.55361
C 1.90367 -4.57650 -5.26464
C -4.28728 3.13044 1.38811
C 2.87926 -2.94355 2.98397
C -0.35809 -7.83016 2.51379
C 6.63116 -3.33780 -1.61109
C -4.86372 -0.74582 2.02254
C -6.08382 -0.41384 2.70677
C -4.18804 3.51581 6.27668
C 2.17385 -4.07987 3.74129
C -1.84896 -3.21130 2.37032
C -0.99769 -0.70279 -1.57286
C 5.35802 1.98509 3.21810
C 5.20697 3.28086 1.26381
C -2.72649 4.58282 4.61028
C 6.43024 -5.60474 2.58805
C 6.89447 -7.06000 2.59866
C 5.79429 1.88151 -3.08607
C 6.84222 4.87329 -0.67591
C -10.40756 -0.13543 0.83344
C 1.17052 4.52928 0.45541
C -0.81091 6.55983 2.66699
C 5.31269 4.99824 -0.49072
C -5.53919 2.11700 7.57446
C -6.45320 -1.97751 -1.66503
C -2.13273 -2.97121 -7.07565
C -5.93776 4.63535 0.58568
C -4.31590 -0.93954 -2.10320
C 2.63552 -0.36341 0.29698
C -8.14525 -0.54055 1.48577
C -0.08867 -1.01078 -5.39703
C 0.79248 -5.99172 3.47165
C 2.69323 -5.14035 -3.02698
C 3.20890 -0.11026 -1.10516
C -8.64222 5.70905 1.40806
C 0.70063 0.54931 1.40305
C 4.67494 -2.58810 -6.55433
C -2.07703 -2.37255 -5.66603
C -1.25771 1.69484 2.30210
C 0.32875 3.24783 -5.19362
C 6.04238 -0.22630 -4.30667
C 2.24573 -3.50779 -1.27886
C 1.97866 3.91048 -0.74724
C 1.41177 3.32076 -2.98134
C -8.02615 5.69370 -0.03331
H -0.66083 -1.61488 2.80652
H -4.71822 1.72681 8.17601
H 6.78560 -5.23246 3.54890
H 2.97330 -4.74897 4.05956
H -8.64437 5.50934 -0.91189
H -2.14843 1.27593 -2.02460
H 4.96895 5.99828 -0.75503
H -2.08172 5.09129 5.32710
H -2.78377 -1.55212 -5.54147
H 6.58400 -2.43184 -6.03525
H 5.19853 2.79397 -3.11054
H 5.36625 -5.38102 2.66538
H -0.53066 3.88630 -5.39822
H -8.11156 6.17833 2.23648
H 3.36786 -3.46559 2.16126
H 0.13625 -4.10055 -1.18128
H 1.30787 3.51446 -5.59152
H 2.60580 3.05079 -0.51118
H 2.50040 -0.30627 -1.90997
H 7.97719 -7.07715 2.72330
H -1.62883 -2.20525 -7.66513
H -2.23320 0.09688 -3.20611
H -2.52875 -3.14394 -5.04233
H -4.47062 5.38215 3.43471
H 1.54469 5.55131 0.51499
H 2.06049 -2.69699 -1.98340
H -5.96978 3.05545 7.92375
H -1.69116 -3.96503 -7.14938
H 3.31598 -0.16097 1.12408
H -4.98176 -1.73724 1.58523
H -4.05579 6.27992 4.87949
H 0.58514 6.23569 4.01655
H 5.57499 -3.25812 -1.86851
H -0.10509 2.31369 -5.55037
H -7.36646 6.53122 -0.26017
H 2.68705 -5.15750 -5.75133
H 3.65628 -2.55383 -6.16798
H -0.87162 -2.75300 4.10693
H -5.88512 0.25332 3.54553
H -3.92467 2.12536 1.17262
H -0.40940 7.90960 4.07443
H -6.02185 -2.93966 -1.94127
H 7.11350 -4.11710 -2.20114
H -0.02636 -0.27750 -1.82536
H 6.47750 -7.58292 3.45936
H 6.55272 -7.63743 1.73966
H 4.81465 -3.51396 -7.11233
H 1.66664 -3.77362 4.65619
H 5.64802 -3.03191 -4.76679
H -10.74359 -0.28266 -0.19297
H -1.98897 4.31357 3.85419
H -10.46270 -1.13359 1.26788
H 0.15861 4.91055 2.87240
H 7.18193 -2.47038 -1.97485
H -1.11178 -0.80730 -0.49389
H -0.98808 -8.14234 3.34672
H 2.89369 -0.42962 -4.32576
H 7.25756 3.87408 -0.80698
H 7.12895 5.57802 -1.45645
H -3.09078 -2.95078 -7.59509
H 2.22524 -2.19813 2.53153
H -8.88064 4.70411 1.75641
H 3.53947 0.92484 -1.19116
H 2.19889 0.33899 -5.74231
H -1.02034 1.34518 3.30683
H 6.14071 1.30948 2.87307
H 1.05379 -5.23025 -5.06866
H 4.40937 1.49993 2.98835
H -6.26850 1.32255 7.41618
H 4.68063 -1.85252 -7.35869
H 5.41824 2.01808 4.30594
H -1.48438 2.75581 2.40725
H 0.09895 4.54397 0.25636
H -2.09741 1.03122 2.09570
H -4.59296 -0.00954 1.26578
H 1.45243 4.09659 1.41531
H 6.84201 2.07431 -3.31675
H -4.74377 3.27152 2.36782
H -7.03693 -1.51463 -2.46071
H -0.89270 -8.22915 1.65176
H 1.06229 -4.84289 0.13919
H 4.08920 -0.72819 -1.28223
H 5.81292 1.37291 -2.12219
H 3.57710 -2.48612 3.68531
H -1.44893 8.46053 2.70824
H -7.08617 -2.19217 -0.80399
H 1.58964 0.69646 -4.07489
H -3.20577 -4.53435 2.37505
H 0.63148 -3.16075 0.19645
H 7.40209 5.09623 0.23235
H -1.05143 -1.62594 -2.14992
H -3.55163 3.85113 1.03101
H 1.63182 -3.67359 -5.81141
H 4.74968 4.26005 -1.06186
H -3.02613 6.44942 3.61584
H 0.50607 -8.49296 2.46876
H 2.96384 -3.11442 -0.55936
H 2.63886 4.74120 -0.99655
H -2.18974 -4.44198 3.89384
H 2.11090 -1.29514 0.50852
H -9.54017 6.28419 1.18228
H -11.09712 0.58556 1.27249
H -6.50780 -1.29496 3.18841
H -4.03337 -0.65552 2.72287

Cartesian forces (eV/Å) of the 3 atoms listed first:
-1.45 -1.70 0.51
-0.58 -0.46 -1.03
0.42 0.24 2.60